17
Properties=species:S:1:pos:R:3:forces:R:3:lowdin_charge:R:1 method="wB97M-V/def2-TZVPD" total_charge=+1 de_lowest_kcal_mol=31.4 smiles="[NH3+][C@H]1C=C[C@@H](O)C1" spin_multiplicity=1
N -1.412 0.663 -0.572 -0.21 0.16 -0.42 0.20
C -0.942 0.040 0.694 3.80 1.15 1.08 -0.17
C -0.555 -1.385 0.467 -0.04 0.05 0.06 -0.05
C 0.701 -1.524 0.064 0.09 0.22 0.05 0.00
C 1.409 -0.190 -0.100 0.14 -0.18 0.52 -0.35
O 1.119 0.321 -1.410 0.17 0.24 -0.17 -0.04
C 0.725 0.723 0.902 -3.36 -1.45 -0.74 0.02
H -1.622 1.658 -0.446 -0.03 -0.22 -0.09 0.18
H -2.243 0.187 -0.945 0.21 0.19 -0.03 0.18
H -0.594 0.567 -1.232 -0.52 0.09 0.00 0.14
H -1.592 0.254 1.534 -0.20 0.07 -0.12 0.14
H -1.252 -2.188 0.631 -0.12 -0.23 -0.05 0.12
H 1.185 -2.452 -0.178 0.02 -0.27 -0.06 0.12
H 2.486 -0.249 0.065 -0.01 0.02 -0.11 0.16
H 1.792 0.051 -2.043 -0.08 -0.01 -0.05 0.13
H 0.736 1.776 0.653 0.15 0.17 0.00 0.11
H 1.022 0.524 1.922 -0.02 0.01 0.14 0.12